C8H11BF3N2O6 | wB97M-V/def2-TZVPD

Structure (XYZ):
```
31
Properties=species:S:1:pos:R:3:lowdin_charge:R:1
C 2.78 -2.05 -2.02 -0.006
C 2.22 -0.63 -1.94 -0.560
O 2.79 0.21 -2.56 0.065
N 1.10 -0.35 -1.12 -0.054
C 1.40 0.96 -0.49 -0.109
B -0.18 -0.09 -1.98 -0.499
N -0.96 -1.42 -2.29 0.133
C -2.14 -1.18 -2.97 -0.602
O -2.96 -1.97 -3.18 0.155
F -2.33 0.05 -3.42 0.129
C -1.36 -2.10 -1.12 -0.557
O -1.76 -1.67 -0.14 0.213
F -1.23 -3.44 -1.23 0.115
H 2.75 -2.50 -1.02 0.071
H 2.29 -2.66 -2.77 0.077
H 3.83 -1.98 -2.29 0.066
H 1.18 1.73 -1.24 0.069
H 0.69 1.15 0.33 0.060
H 2.44 1.04 -0.15 0.084
H -0.87 0.75 -1.44 0.079
H 0.17 0.40 -3.04 0.085
C -1.82 1.43 3.11 -0.057
C -1.24 2.22 4.26 -0.326
O -0.04 1.54 4.53 0.124
C 0.36 0.98 3.34 -0.537
O 1.45 0.56 3.14 0.191
O -0.65 0.97 2.43 0.069
F -2.04 2.16 5.36 0.061
H -2.40 0.57 3.45 0.147
H -2.44 2.04 2.45 0.143
H -1.03 3.26 4.02 0.171
```

Values from the calculation:
LUMO level, eV: 2.617
Spin multiplicity: 1
Net charge: -1

C8H11BN2O2 | wB97M-V/def2-TZVPD

Structure (XYZ):
```
24
Properties=species:S:1:pos:R:3:lowdin_charge:R:1
B -0.36 -1.77 1.27 -0.745
C -0.60 2.11 0.45 -0.007
C -0.04 2.11 -0.78 -0.074
C -0.10 -0.28 0.74 0.131
C 0.74 -0.13 -0.97 -0.030
C -0.60 0.84 1.30 -0.260
C 0.50 1.06 -1.55 -0.323
C 1.27 -1.32 -1.49 -0.277
C -1.20 0.97 2.66 -0.055
N 1.83 -1.34 -2.61 0.057
N 0.82 1.35 -2.88 0.103
O 0.61 -2.69 1.34 0.159
O -1.64 -1.98 1.55 0.213
H -1.02 3.09 0.88 0.131
H 0.19 3.04 -1.23 0.090
H 0.91 -2.23 -0.88 0.121
H -2.18 0.78 2.77 0.044
H -0.73 0.30 3.32 0.066
H -0.86 1.93 3.12 0.103
H 2.03 -2.32 -3.02 0.089
H 0.65 2.30 -3.23 0.096
H 1.36 0.65 -3.47 0.103
H 0.51 -3.68 1.41 0.152
H -2.09 -2.78 1.32 0.113
```

Values from the calculation:
ΔE to the lowest compared entry with this formula, charge and spin, kcal/mol: 31.1
LUMO level, eV: 0.221
Spin multiplicity: 1
Net charge: 0

C8H11ClN5 | wB97M-V/def2-TZVPD

Structure (XYZ):
```
25
Properties=species:S:1:pos:R:3:lowdin_charge:R:1
C 2.94 1.95 -0.27 0.066
C 4.05 1.12 -0.38 -0.064
C 1.64 1.29 0.07 -0.310
C 2.76 -0.69 0.20 -0.818
C -2.73 -1.94 0.34 -0.193
C -2.85 -0.97 -0.87 -0.116
C -1.74 -1.24 1.15 -0.166
C -1.55 -0.21 -0.85 -0.035
N 3.96 -0.23 -0.14 0.087
N 1.64 -0.01 0.30 0.040
N -0.05 2.84 -0.33 0.185
N -0.94 -0.38 0.25 0.074
N 0.61 2.07 0.28 -0.001
Cl 2.55 -2.32 0.54 0.789
H 2.76 3.03 -0.49 0.120
H 4.99 1.33 -0.71 0.089
H -3.71 -2.21 0.80 0.141
H -2.28 -2.93 0.13 0.129
H -3.14 -1.42 -1.88 0.143
H -3.80 -0.21 -0.60 0.196
H -2.26 -0.44 1.83 0.173
H -1.01 -1.91 1.71 0.153
H 0.17 -0.34 0.24 0.091
H -1.39 0.42 -1.66 0.124
H -0.61 3.39 0.33 0.101
```

Values from the calculation:
ΔE to the lowest compared entry with this formula, charge and spin, kcal/mol: 109.0
LUMO level, eV: -4.312
Spin multiplicity: 1
Net charge: +1

C8H11F3Si2 | wB97M-V/def2-TZVPD

Structure (XYZ):
```
24
Properties=species:S:1:pos:R:3:lowdin_charge:R:1
C -2.16 0.99 2.51 -0.223
Si -1.63 1.37 0.69 0.623
C -2.82 1.46 -0.81 -0.233
C -0.15 0.42 0.12 -0.297
C 0.68 -0.21 1.05 -0.104
C 1.67 -1.05 0.64 -0.092
C 1.90 -1.22 -0.73 -0.231
Si 3.10 -2.49 -1.19 0.331
F 2.48 -2.98 -2.62 -0.091
F 4.48 -1.72 -1.47 -0.062
F 3.20 -3.54 0.00 -0.056
C 1.26 -0.40 -1.67 -0.072
C 0.26 0.47 -1.23 -0.077
H -2.35 -0.11 2.67 0.037
H -1.27 1.26 3.13 0.026
H -3.07 1.54 2.74 0.010
H -1.08 2.80 0.82 0.004
H -2.88 0.47 -1.36 0.045
H -3.85 1.81 -0.45 0.051
H -2.31 1.96 -1.60 -0.011
H 0.68 -0.02 2.12 0.106
H 2.36 -1.69 1.24 0.115
H 1.70 -0.17 -2.61 0.105
H -0.21 1.07 -1.99 0.097
```

Values from the calculation:
SMILES: C[SiH](C)c1ccc([Si](F)(F)F)cc1
ΔE to the lowest compared entry with this formula, charge and spin, kcal/mol: 10.5
LUMO level, eV: 0.329
Spin multiplicity: 1
Net charge: 0

C8H11FN2 | wB97M-V/def2-TZVPD

Structure (XYZ):
```
22
Properties=species:S:1:pos:R:3:lowdin_charge:R:1
C 1.55 -0.81 -1.40 0.029
C 0.71 -1.18 -0.43 -0.395
C 1.08 -2.00 0.82 -0.059
N -0.66 -0.84 -0.30 0.113
C -1.23 0.15 0.26 -0.346
C -0.46 1.34 0.76 -0.181
C -0.39 2.28 -0.47 -0.074
C -2.69 0.31 0.41 -0.185
F -3.34 1.39 0.84 0.052
C -3.50 -0.80 -0.34 -0.010
N -4.07 -1.84 -0.39 0.157
H 1.41 -0.25 -2.33 0.060
H 2.59 -1.09 -1.41 0.038
H 2.18 -2.11 0.93 0.070
H 0.82 -1.41 1.83 0.116
H 0.57 -2.96 0.84 0.063
H 0.51 1.04 1.23 0.118
H -0.94 1.69 1.73 0.124
H 0.15 3.22 -0.20 0.085
H 0.23 1.88 -1.24 0.047
H -1.34 2.43 -0.98 0.080
H -4.53 -2.14 -1.26 0.099
```

Values from the calculation:
SMILES: C=C(C)/N=C(\CC)C(F)=C=N
ΔE to the lowest compared entry with this formula, charge and spin, kcal/mol: 27.4
LUMO level (alpha / beta), eV: 0.120 / 0.120
Spin multiplicity: 1
Net charge: 0

C8H11FNS | wB97M-V/def2-TZVPD

Structure (XYZ):
```
22
Properties=species:S:1:pos:R:3:lowdin_charge:R:1
C 3.26 0.20 0.02 -0.135
C 3.12 -1.15 0.07 -0.399
C 2.02 0.93 -0.02 -0.391
C 1.05 0.01 0.03 -0.308
C -2.42 -0.60 1.07 -0.025
C -2.33 -0.64 -1.07 -0.029
C -1.90 0.35 0.01 -0.198
C 1.91 2.41 -0.07 -0.038
N -2.51 -1.66 0.01 0.103
F -2.26 1.63 -0.03 0.102
S 1.47 -1.64 0.09 0.927
H 4.20 0.71 0.00 0.120
H 3.89 -1.90 0.11 0.071
H -1.76 -0.85 1.90 0.139
H -3.41 -0.33 1.45 0.151
H -3.28 -0.38 -1.55 0.152
H -1.60 -0.91 -1.83 0.137
H 1.58 2.79 0.90 0.089
H 2.87 2.85 -0.31 0.084
H 1.18 2.71 -0.81 0.083
H -1.71 -2.31 0.05 0.172
H -3.37 -2.22 -0.02 0.194
```

Values from the calculation:
ΔE to the lowest compared entry with this formula, charge and spin, kcal/mol: 64.2
LUMO level (alpha / beta), eV: -4.114 / -4.413
Spin multiplicity: 1
Net charge: +1

C8H11N2O | wB97M-V/def2-TZVPD

Structure (XYZ):
```
22
Properties=species:S:1:pos:R:3:lowdin_charge:R:1
C -0.57 2.23 -0.11 -0.070
C -1.73 1.53 0.16 0.061
C 0.59 1.62 -0.43 0.004
C -0.57 -0.63 -0.08 -0.088
C -1.78 0.07 0.17 -0.209
C 0.59 0.18 -0.43 -0.334
C 3.19 0.29 0.98 0.057
C -0.39 -2.13 -0.11 -0.011
N -2.97 -0.67 0.16 0.129
N 1.64 -0.31 -0.95 0.163
O 3.09 -0.43 0.03 0.063
H -0.49 3.30 0.02 0.125
H -2.66 2.03 0.37 0.120
H 1.48 2.19 -0.53 0.115
H 4.19 0.17 1.36 0.121
H 2.48 1.04 1.44 0.144
H 0.61 -2.45 -0.08 0.065
H -0.95 -2.45 0.76 0.096
H -0.87 -2.60 -0.95 0.091
H -3.76 -0.17 0.06 0.047
H -2.94 -1.53 -0.45 0.142
H 1.80 -1.26 -1.38 0.170
```

Values from the calculation:
ΔE to the lowest compared entry with this formula, charge and spin, kcal/mol: 122.3
LUMO level, eV: -5.263
Spin multiplicity: 1
Net charge: +1

C8H11N2O | wB97M-V/def2-TZVPD

Structure (XYZ):
```
22
Properties=species:S:1:pos:R:3:lowdin_charge:R:1
C 0.39 -2.24 -0.97 -0.027
C 0.28 -0.86 -1.32 -0.083
C 0.48 -2.56 0.37 -0.007
C 0.39 -0.11 1.07 -0.163
C 0.35 -0.04 -0.32 0.032
C 0.48 -1.57 1.42 -0.235
C 0.48 1.13 1.91 -0.050
C -1.39 2.56 -2.74 -0.040
N -0.16 2.00 -0.98 0.296
N 0.48 -1.80 2.71 0.132
O -0.66 1.58 -2.06 -0.157
H 0.21 -3.03 -1.63 0.107
H -0.05 -0.47 -2.29 0.130
H 0.45 -3.60 0.67 0.118
H 1.31 1.15 2.59 0.078
H 0.72 2.00 1.27 0.072
H -0.45 1.08 2.60 0.128
H -1.84 3.32 -1.91 0.159
H -0.66 3.07 -3.54 0.159
H -2.21 2.28 -3.35 0.076
H 0.77 -2.77 3.03 0.155
H 0.63 -1.13 3.46 0.119
```

Values from the calculation:
ΔE to the lowest compared entry with this formula, charge and spin, kcal/mol: 192.4
LUMO level (alpha / beta), eV: -6.022 / -6.027
Spin multiplicity: 1
Net charge: +1

C8H11N2O | wB97M-V/def2-TZVPD

Structure (XYZ):
```
22
Properties=species:S:1:pos:R:3:lowdin_charge:R:1
C 2.68 -0.76 -0.19 -0.029
C 0.74 0.10 0.15 0.081
C 2.04 0.48 0.09 -0.293
C 0.60 -1.24 -0.02 -0.306
C -0.60 -2.01 -0.21 -0.012
C -1.80 -1.68 0.22 -0.113
C -1.63 0.83 0.23 -0.119
C 2.55 1.85 0.04 -0.042
N -2.27 1.11 -0.98 0.102
N -1.94 -0.41 1.01 0.013
O 1.83 -1.77 -0.27 0.080
H 3.75 -0.90 -0.49 0.167
H -0.43 -2.99 -0.73 0.161
H -2.87 -1.99 -0.14 0.160
H -1.64 1.68 0.91 0.125
H 1.82 2.44 0.61 0.079
H 3.58 1.75 0.48 0.111
H 2.45 2.21 -1.03 0.113
H -2.60 0.29 -1.60 0.154
H -2.30 2.07 -1.35 0.128
H -2.87 -0.56 1.49 0.191
H -1.08 -0.50 1.78 0.249
```

Values from the calculation:
ΔE to the lowest compared entry with this formula, charge and spin, kcal/mol: 151.4
LUMO level (alpha / beta), eV: -4.125 / -4.131
Spin multiplicity: 1
Net charge: +1

C8H11N2O | wB97M-V/def2-TZVPD

Structure (XYZ):
```
22
Properties=species:S:1:pos:R:3:mulliken_spin:R:1
C -3.47 0.20 -0.05 -0.016
C -2.71 1.15 -0.84 0.038
C -2.80 -0.85 0.51 0.036
C -1.32 1.13 -0.65 -0.006
C -1.37 -0.96 0.36 -0.001
C 2.61 0.45 0.15 -0.099
C 2.20 1.75 0.75 -0.015
C 2.07 -1.90 -0.52 0.007
N -0.73 0.09 -0.09 0.355
N 1.76 -0.53 -0.25 1.134
O 3.77 0.10 0.02 0.411
H -4.59 0.21 0.00 0.001
H -3.11 1.90 -1.32 0.003
H -3.36 -1.70 1.09 0.005
H -0.60 1.89 -0.97 0.011
H -0.93 -1.82 0.68 0.012
H 1.06 1.75 0.89 -0.001
H 2.61 2.50 0.09 -0.004
H 2.60 1.63 1.65 -0.006
H 3.16 -2.11 -0.45 0.042
H 1.67 -2.50 0.32 0.060
H 1.48 -2.39 -1.38 0.032
```

Values from the calculation:
ΔE to the lowest compared entry with this formula, charge and spin, kcal/mol: 0.0
LUMO level (alpha / beta), eV: -3.361 / -7.172
Spin multiplicity: 3
Net charge: +1

C8H11N2P | wB97M-V/def2-TZVPD

Structure (XYZ):
```
22
Properties=species:S:1:pos:R:3:lowdin_charge:R:1
C -0.09 0.01 2.34 -0.102
C -0.37 1.29 2.01 -0.090
C 1.09 -0.42 1.69 -0.131
C 0.52 1.65 0.91 -0.297
C -0.23 1.96 -0.51 -0.110
C -0.42 -2.40 -1.72 0.011
C -0.82 0.61 -0.89 -0.223
C -0.54 -1.22 -2.39 -0.215
N 1.41 0.45 0.67 -0.426
N -0.36 0.07 -1.89 -0.022
P 2.42 0.37 -0.66 0.858
H -0.68 -0.74 2.99 0.142
H -1.17 1.92 2.26 0.091
H 1.41 -1.39 1.63 0.072
H 1.12 2.61 0.95 0.152
H -0.88 2.80 -0.46 0.095
H 0.39 2.12 -1.39 0.075
H -0.79 -3.33 -2.21 0.057
H -0.36 -2.54 -0.68 0.016
H -1.65 0.02 -0.28 0.166
H -0.55 -1.16 -3.46 0.088
H 2.82 -0.80 -0.26 -0.207
```

Values from the calculation:
ΔE to the lowest compared entry with this formula, charge and spin, kcal/mol: 56.2
LUMO level (alpha / beta), eV: 0.082 / -0.085
Spin multiplicity: 1
Net charge: 0

C8H11N3O2 | wB97M-V/def2-TZVPD

Structure (XYZ):
```
24
Properties=species:S:1:pos:R:3:lowdin_charge:R:1
N -1.01 1.59 1.30 0.148
C -0.73 0.30 0.91 -0.284
C 0.54 -0.06 0.43 -0.198
C 1.38 0.93 0.06 -0.052
C 2.69 0.71 -0.36 -0.083
C 3.22 -0.54 -0.50 -0.094
C 2.35 -1.59 -0.17 -0.056
C 1.01 -1.36 0.20 0.010
N -1.71 -0.57 1.20 -0.288
O -2.85 -0.23 1.60 -0.071
O -1.56 -1.91 0.90 0.045
H -0.26 2.26 1.19 0.078
H -1.84 1.74 1.95 0.140
H 0.99 1.88 0.22 0.078
H 3.34 1.56 -0.32 0.101
H 4.34 -0.51 -0.43 0.125
H 2.76 -2.58 -0.35 0.102
H 0.43 -2.23 0.40 0.096
H -2.38 -2.12 0.45 0.111
C -1.83 0.75 -1.79 -0.188
N -2.44 -0.29 -1.74 0.034
H -2.33 1.78 -1.78 0.099
H -0.68 0.59 -1.73 0.090
H -3.44 -0.09 -1.63 0.058
```

Values from the calculation:
SMILES: N/C(c1ccccc1)=[N+](\[O-])O.C=N
ΔE to the lowest compared entry with this formula, charge and spin, kcal/mol: 67.6
LUMO level (alpha / beta), eV: 0.332 / 0.331
Spin multiplicity: 1
Net charge: 0